(1)
Entry from OMol25: C51H49FFeGeN5O5P2 as an isolated structure at a distorted geometry (ωB97M-V/def2-TZVPD).

Values from the calculation:
<S²>: 6.370
Spin multiplicity: 5
Net charge: -1
HOMO level (spin up / spin down) in eV: -5.14 / -5.26
Relative energy (zero: lowest compared OMol25 entry of this formula, charge and spin) in eV: 0.342

Each line ends with the Mulliken charge.
CARTESIAN COORDINATES (ANGSTROEM)
Fe: -0.191 0.082 0.128  0.387
C: -2.951 -1.573 1.619  -1.951
P: -2.513 -0.243 0.424  1.826
C: -2.982 -1.080 -1.160  -0.309
N: -4.056 -1.835 -1.163  -0.055
C: -4.359 -2.521 -2.288  0.186
C: -5.482 -3.372 -2.310  -0.499
C: -5.777 -4.072 -3.445  -0.603
C: -4.972 -3.948 -4.596  -0.568
C: -3.872 -3.136 -4.600  -0.714
C: -3.542 -2.408 -3.438  0.046
N: -2.430 -1.638 -3.414  0.152
C: -2.143 -0.987 -2.310  -1.099
P: -0.549 -0.040 -2.277  1.928
C: 0.506 -1.240 -3.175  -0.667
C: -0.834 1.283 -3.603  2.088
C: -0.814 0.695 -5.014  -1.912
C: 0.292 2.306 -3.448  -1.559
C: -2.179 1.962 -3.346  -1.560
C: -3.913 0.985 0.763  1.777
C: -5.278 0.305 0.897  -1.814
C: -3.551 1.701 2.067  -1.939
C: -3.968 1.999 -0.380  -1.384
H: -3.188 -1.142 2.591  0.404
H: -2.105 -2.244 1.738  0.540
H: -3.803 -2.127 1.232  0.482
H: -6.079 -3.464 -1.412  0.441
H: -6.627 -4.741 -3.467  0.398
H: -5.224 -4.511 -5.486  0.394
H: -3.230 -3.048 -5.466  0.458
H: -0.035 -1.676 -4.009  0.664
H: 0.800 -2.029 -2.493  -0.614
H: 1.407 -0.734 -3.518  0.207
H: 0.185 0.365 -5.298  0.299
H: -1.123 1.476 -5.714  0.519
H: -1.508 -0.139 -5.105  0.265
H: 1.271 1.839 -3.585  0.276
H: 0.260 2.756 -2.456  -0.174
H: 0.181 3.099 -4.193  0.641
H: -3.010 1.262 -3.470  0.223
H: -2.318 2.777 -4.060  0.661
H: -2.205 2.381 -2.342  -0.001
H: -5.372 -0.247 1.833  0.324
H: -5.465 -0.381 0.076  0.255
H: -6.052 1.078 0.881  0.510
H: -3.573 1.023 2.923  0.345
H: -4.276 2.496 2.257  0.551
H: -2.558 2.157 2.007  0.356
H: -4.288 1.517 -1.307  0.207
H: -2.996 2.463 -0.539  -0.158
H: -4.688 2.786 -0.145  0.714
O: 0.417 5.936 2.234  -0.608
C: 0.151 4.832 1.830  0.152
C: 0.492 3.521 2.517  -0.062
O: 0.933 3.381 3.643  -0.671
C: 0.158 2.503 1.534  0.261
C: -0.407 3.051 0.362  -0.343
O: -0.702 2.293 -0.607  0.389
C: -0.554 4.507 0.526  -0.406
O: -1.128 5.291 -0.202  -0.673
O: 0.315 1.221 1.581  0.403
F: 0.363 0.779 8.854  -0.353
C: 0.263 0.355 7.576  0.417
C: 1.138 -0.621 7.122  -0.643
C: 1.029 -1.059 5.823  -0.422
C: 0.043 -0.531 4.945  1.271
C: -0.071 -0.969 3.630  -1.088
C: -0.817 0.475 5.462  -0.062
C: -0.713 0.910 6.761  -0.785
H: 1.887 -1.012 7.798  0.430
H: 1.714 -1.804 5.438  0.395
H: -0.797 -0.528 2.968  -0.284
H: 0.583 -1.732 3.228  0.280
H: -1.552 0.914 4.798  0.295
H: -1.364 1.676 7.162  0.432
C: 2.743 -2.140 -0.387  -1.559
Ge: 2.190 -0.234 -0.082  1.648
C: 2.926 0.915 -1.548  0.637
C: 2.841 2.297 -1.388  -0.635
C: 3.374 3.161 -2.333  -0.504
C: 4.004 2.653 -3.459  -0.722
C: 4.103 1.278 -3.631  -1.099
C: 3.563 0.420 -2.684  0.241
C: 3.422 0.111 1.487  -0.091
C: 2.872 0.416 2.708  0.236
C: 3.632 0.467 3.894  -1.677
C: 4.963 0.183 3.864  -0.948
C: 5.600 -0.100 2.634  0.811
C: 6.991 -0.357 2.590  -0.744
C: 7.634 -0.589 1.410  -0.630
C: 6.901 -0.571 0.210  -1.145
C: 5.553 -0.343 0.225  0.055
C: 4.841 -0.114 1.428  0.285
H: 3.829 -2.209 -0.379  0.746
H: 2.379 -2.610 -1.299  0.323
H: 2.369 -2.723 0.456  0.364
H: 2.347 2.702 -0.509  0.193
H: 3.294 4.232 -2.192  0.469
H: 4.411 3.323 -4.206  0.363
H: 4.601 0.873 -4.504  0.407
H: 3.654 -0.654 -2.828  0.419
H: 1.816 0.633 2.781  0.458
H: 3.142 0.727 4.824  0.691
H: 5.553 0.182 4.774  0.358
H: 7.541 -0.353 3.525  0.371
H: 8.701 -0.776 1.387  0.377
H: 7.409 -0.738 -0.733  0.438
H: 5.017 -0.308 -0.705  0.248
N: -0.277 -1.957 0.092  -0.336
C: -0.442 -2.976 -0.451  1.053
C: -0.630 -4.179 -1.081  0.061
C: -1.855 -4.876 -0.968  -0.164
N: -2.847 -5.461 -0.887  -0.639
C: 0.400 -4.729 -1.881  0.040
N: 1.232 -5.177 -2.543  -0.666

(2)
Entry from OMol25: a 8-piece molecular cluster, C51H50BNO4 overall at a distorted geometry (ωB97M-V/def2-TZVPD).

Values from the calculation:
HOMO level in eV: -9.09
SMILES: O=C1c2ccccc2C(=O)N1CB(O)O.c1ccccc1.c1ccccc1.c1ccccc1.c1ccccc1.c1ccccc1.c1ccccc1.c1ccccc1

Each line ends with the Mulliken charge.
CARTESIAN COORDINATES (ANGSTROEM)
O: -2.931 -0.248 -1.810  -0.590
C: -2.956 1.051 -1.500  0.140
C: -4.439 1.743 -1.473  0.481
C: -5.887 1.316 -2.108  -0.309
C: -7.162 2.341 -1.763  -0.323
C: -6.868 3.665 -0.840  -0.443
C: -5.363 4.092 -0.249  -0.337
C: -4.119 3.082 -0.585  -0.105
C: -2.524 3.107 -0.214  0.373
O: -1.949 3.940 0.668  -0.579
N: -1.871 2.032 -1.108  0.285
C: -0.984 2.579 -2.219  -0.597
B: -0.176 1.395 -3.065  0.434
O: -0.658 1.188 -4.475  -0.555
O: 0.908 0.591 -2.447  -0.449
H: -5.982 0.347 -2.758  0.365
H: -8.218 2.050 -2.194  0.424
H: -7.776 4.358 -0.579  0.312
H: -5.172 5.048 0.415  0.345
H: -1.714 3.150 -2.971  0.224
H: -0.181 3.365 -1.833  0.287
H: -1.659 1.049 -4.337  0.312
H: 0.438 0.103 -1.687  0.263
C: 3.809 -0.225 -1.983  -0.216
C: 4.927 -0.622 -2.717  -0.452
C: 5.949 -1.341 -2.099  -0.394
C: 5.856 -1.661 -0.744  -0.770
C: 4.743 -1.256 -0.008  -0.566
C: 3.719 -0.540 -0.627  -0.420
H: 3.010 0.330 -2.467  0.390
H: 5.001 -0.371 -3.773  0.443
H: 6.818 -1.653 -2.672  0.373
H: 6.650 -2.224 -0.263  0.398
H: 4.672 -1.500 1.049  0.722
H: 2.850 -0.226 -0.054  0.519
C: -6.439 -1.040 2.023  -0.684
C: -7.100 -0.695 3.202  -0.358
C: -6.982 0.596 3.716  -0.394
C: -6.199 1.542 3.054  -0.629
C: -5.531 1.194 1.880  0.081
C: -5.651 -0.096 1.363  -0.194
H: -6.536 -2.044 1.619  0.380
H: -7.708 -1.433 3.719  0.357
H: -7.500 0.865 4.633  0.361
H: -6.109 2.548 3.453  0.379
H: -4.916 1.929 1.367  0.327
H: -5.132 -0.366 0.447  0.347
C: 5.756 0.251 5.228  -0.399
C: 5.456 0.364 3.870  -0.456
C: 6.475 0.600 2.948  -0.351
C: 7.794 0.728 3.383  -0.477
C: 8.093 0.625 4.742  -0.414
C: 7.075 0.385 5.664  -0.353
H: 4.963 0.061 5.946  0.345
H: 4.428 0.266 3.531  0.432
H: 6.242 0.684 1.890  0.429
H: 8.588 0.909 2.664  0.368
H: 9.120 0.730 5.082  0.372
H: 7.308 0.302 6.722  0.502
C: -10.482 0.953 -6.779  -0.333
C: -9.204 0.888 -6.226  -0.435
C: -8.743 1.921 -5.410  -0.237
C: -9.559 3.022 -5.152  -0.461
C: -10.834 3.092 -5.713  -0.358
C: -11.297 2.057 -6.525  -0.392
H: -10.844 0.145 -7.409  0.357
H: -8.567 0.031 -6.430  0.353
H: -7.748 1.868 -4.976  0.419
H: -9.201 3.826 -4.514  0.385
H: -11.468 3.953 -5.516  0.354
H: -12.291 2.110 -6.960  0.351
C: 7.490 -2.685 7.890  -0.292
C: 8.469 -3.556 8.366  -0.444
C: 8.411 -4.023 9.679  -0.358
C: 7.375 -3.613 10.519  -0.339
C: 6.401 -2.734 10.046  -0.484
C: 6.457 -2.271 8.732  -0.233
H: 7.532 -2.327 6.865  0.406
H: 9.278 -3.874 7.712  0.358
H: 9.173 -4.705 10.048  0.349
H: 7.328 -3.978 11.541  0.351
H: 5.597 -2.410 10.703  0.350
H: 5.697 -1.588 8.363  0.344
C: 0.228 -2.543 1.723  -0.458
C: 1.346 -2.940 0.989  -0.332
C: 2.368 -3.660 1.607  -0.411
C: 2.274 -3.979 2.962  -0.456
C: 1.161 -3.574 3.698  -0.373
C: 0.138 -2.858 3.079  -0.489
H: -0.571 -1.988 1.239  0.484
H: 1.420 -2.689 -0.066  0.467
H: 3.237 -3.972 1.034  0.429
H: 3.069 -4.542 3.443  0.378
H: 1.091 -3.818 4.755  0.376
H: -0.731 -2.544 3.652  0.382
C: 2.535 0.800 -9.117  -0.346
C: 3.514 -0.072 -8.641  -0.424
C: 3.456 -0.539 -7.328  -0.396
C: 2.420 -0.129 -6.488  -0.401
C: 1.446 0.750 -6.961  -0.218
C: 1.502 1.213 -8.275  -0.501
H: 2.576 1.157 -10.142  0.352
H: 4.323 -0.389 -9.295  0.345
H: 4.217 -1.221 -6.959  0.372
H: 2.373 -0.494 -5.466  0.449
H: 0.642 1.074 -6.304  0.440
H: 0.741 1.897 -8.644  0.362

(3)
Entry from OMol25: C51H50Cl2KO2P2Si as an isolated structure at a distorted geometry (ωB97M-V/def2-TZVPD).

Values from the calculation:
Net charge: -1
HOMO level in eV: -2.92
Relative energy (zero: lowest compared OMol25 entry of this formula, charge and spin) in eV: 0.000

Each line ends with the Mulliken charge.
CARTESIAN COORDINATES (ANGSTROEM)
K: -1.409 -0.212 -0.106  2.458
C: 1.123 -3.610 -2.962  -2.483
C: 0.375 -3.678 -1.654  1.345
C: 1.067 -4.062 -0.499  1.729
C: 2.532 -4.384 -0.624  -2.570
C: 0.404 -4.092 0.730  0.751
C: 1.102 -4.488 2.004  -2.192
C: -0.959 -3.764 0.795  1.524
C: -1.641 -3.721 2.136  -2.120
C: -1.665 -3.479 -0.373  0.639
C: -3.171 -3.355 -0.342  -2.350
C: -0.982 -3.373 -1.592  1.816
C: -1.720 -2.899 -2.817  -2.494
H: 1.842 -2.782 -2.966  0.233
H: 0.461 -3.478 -3.811  0.524
H: 1.700 -4.522 -3.134  0.441
H: 2.697 -5.368 -1.072  0.360
H: 3.047 -4.361 0.331  0.469
H: 3.037 -3.659 -1.261  0.412
H: 1.282 -3.624 2.652  0.248
H: 2.056 -4.976 1.828  0.535
H: 0.489 -5.180 2.582  0.405
H: -2.497 -3.049 2.138  0.412
H: -0.968 -3.365 2.912  0.041
H: -1.993 -4.711 2.445  0.409
H: -3.525 -2.324 -0.308  0.217
H: -3.585 -3.879 0.515  0.461
H: -3.604 -3.809 -1.233  0.501
H: -2.640 -2.385 -2.553  0.320
H: -1.990 -3.725 -3.483  0.437
H: -1.126 -2.195 -3.398  0.309
C: 2.265 -0.929 0.080  -0.142
Si: 1.890 0.938 -0.030  1.473
C: 3.003 1.466 -1.505  0.187
C: 4.351 1.796 -1.593  -0.375
C: 4.926 2.235 -2.782  -0.914
C: 4.158 2.329 -3.928  -0.798
C: 2.818 1.965 -3.884  -0.614
C: 2.247 1.547 -2.692  -0.515
P: 0.486 0.956 -2.585  1.069
C: -0.524 2.441 -2.215  0.364
C: -1.911 2.303 -2.204  -0.325
C: -2.734 3.366 -1.856  -0.611
C: -2.175 4.592 -1.539  -0.657
C: -0.792 4.747 -1.565  -0.730
C: 0.026 3.679 -1.891  -0.619
C: 0.141 0.787 -4.395  -0.660
C: 0.549 -0.409 -4.991  0.009
C: 0.311 -0.666 -6.329  -0.741
C: -0.368 0.267 -7.104  -0.560
C: -0.789 1.453 -6.526  -0.735
C: -0.531 1.712 -5.186  -0.112
C: 2.578 1.515 1.675  0.304
C: 3.770 2.209 1.899  -0.817
C: 4.159 2.625 3.164  -0.896
C: 3.360 2.356 4.263  -0.916
C: 2.160 1.691 4.071  -0.312
C: 1.773 1.277 2.805  0.356
P: 0.074 0.616 2.495  0.844
C: -0.854 2.147 2.890  0.906
C: -1.391 2.457 4.134  -0.496
C: -1.991 3.687 4.355  -0.661
C: -2.038 4.631 3.342  -0.670
C: -1.491 4.335 2.103  -0.441
C: -0.911 3.097 1.872  0.123
C: -0.231 -0.491 3.921  -0.202
C: 0.817 -1.214 4.491  -1.156
C: 0.573 -2.203 5.433  -0.631
C: -0.727 -2.491 5.821  -0.617
C: -1.779 -1.796 5.240  -0.781
C: -1.538 -0.818 4.290  -0.360
H: 3.331 -1.105 0.246  0.621
H: 1.983 -1.406 -0.861  -0.532
H: 1.714 -1.438 0.872  -0.182
H: 4.983 1.703 -0.719  0.405
H: 5.977 2.503 -2.810  0.371
H: 4.596 2.675 -4.857  0.421
H: 2.217 2.013 -4.784  0.398
H: -2.370 1.353 -2.460  0.608
H: -3.806 3.219 -1.818  0.483
H: -2.811 5.422 -1.259  0.335
H: -0.348 5.701 -1.309  0.344
H: 1.103 3.797 -1.883  0.352
H: 1.066 -1.155 -4.390  0.272
H: 0.646 -1.599 -6.761  0.433
H: -0.572 0.066 -8.147  0.363
H: -1.317 2.190 -7.117  0.434
H: -0.857 2.653 -4.761  0.391
H: 4.413 2.448 1.064  0.124
H: 5.090 3.166 3.289  0.402
H: 3.655 2.679 5.254  0.403
H: 1.505 1.509 4.917  0.386
H: -1.331 1.743 4.943  0.356
H: -2.413 3.910 5.327  0.409
H: -2.500 5.595 3.516  0.360
H: -1.522 5.057 1.299  0.278
H: -0.476 2.874 0.902  -0.381
H: 1.837 -0.999 4.199  0.390
H: 1.406 -2.745 5.862  0.403
H: -0.919 -3.263 6.555  0.366
H: -2.800 -2.028 5.514  0.425
H: -2.371 -0.329 3.804  0.382
Cl: -6.363 1.202 -0.246  -0.206
C: -5.118 1.153 1.027  -0.187
Cl: -4.586 2.796 1.430  -0.108
C: -3.901 0.271 0.672  0.243
O: -3.147 0.068 1.640  -0.510
O: -3.796 -0.146 -0.493  -0.772
H: -5.596 0.753 1.918  0.362

(4)
Entry from OMol25: a 8-piece molecular cluster, C51H51BrF7NO2P3 overall at a distorted geometry (ωB97M-V/def2-TZVPD).

Values from the calculation:
Net charge: +1
HOMO level in eV: -10.60

Each line ends with the Mulliken charge.
CARTESIAN COORDINATES (ANGSTROEM)
C: -0.800 -2.856 3.632  -0.522
P: -0.326 -2.091 2.027  0.041
C: 1.509 -2.224 1.952  -0.890
P: -0.876 0.028 2.227  0.998
C: -1.394 0.569 0.555  -0.494
C: -2.360 1.746 0.609  -1.003
O: -1.806 2.845 1.305  -0.466
C: -2.319 0.145 3.305  0.362
C: -2.330 1.030 4.381  -0.602
C: -3.500 1.061 5.128  -0.671
C: -4.546 0.225 4.751  -0.401
N: -4.520 -0.641 3.743  -0.596
C: -3.405 -0.681 3.024  -0.334
P: 0.835 1.192 3.061  0.187
O: 0.345 2.729 3.193  -0.457
Br: 2.157 1.223 1.277  -0.161
H: -1.830 -3.182 3.550  0.365
H: -0.683 -2.174 4.469  0.176
H: -0.168 -3.720 3.800  0.110
H: 1.770 -3.219 2.304  0.351
H: 1.820 -2.147 0.918  0.343
H: 2.026 -1.511 2.584  0.272
H: -1.928 -0.264 0.100  0.512
H: -0.513 0.809 -0.033  0.497
H: -3.328 1.446 1.000  0.313
H: -2.531 2.057 -0.419  0.488
H: -2.223 2.943 2.164  0.344
H: -1.495 1.669 4.617  0.479
H: -3.606 1.723 5.971  0.498
H: -5.463 0.271 5.321  0.417
H: -3.369 -1.366 2.186  0.521
H: 0.598 3.259 2.423  0.353
F: -2.283 1.740 -3.613  -0.346
C: -0.986 2.106 -3.711  0.429
C: -0.317 1.910 -4.900  -0.326
C: 1.017 2.289 -4.987  -0.232
C: 1.654 2.850 -3.887  -0.727
C: 0.962 3.034 -2.698  -0.700
C: -0.370 2.661 -2.607  -0.527
H: -0.835 1.466 -5.739  0.379
H: 1.559 2.149 -5.912  0.506
H: 2.692 3.145 -3.958  0.422
H: 1.461 3.466 -1.842  0.485
H: -0.933 2.802 -1.694  0.608
F: 1.159 5.892 -2.814  -0.266
C: 0.343 6.559 -3.665  0.253
C: -0.055 5.952 -4.838  0.105
C: -0.896 6.648 -5.694  -0.522
C: -1.317 7.932 -5.374  -0.521
C: -0.900 8.521 -4.189  -0.372
C: -0.066 7.831 -3.322  -0.498
H: 0.288 4.955 -5.074  0.307
H: -1.223 6.185 -6.616  0.372
H: -1.969 8.471 -6.047  0.387
H: -1.222 9.523 -3.939  0.363
H: 0.266 8.270 -2.390  0.417
F: 2.183 1.457 -7.873  -0.319
C: 1.590 0.467 -8.580  0.444
C: 2.381 -0.386 -9.321  -0.515
C: 1.770 -1.403 -10.040  -0.394
C: 0.389 -1.546 -10.015  -0.703
C: -0.385 -0.670 -9.267  -0.450
C: 0.217 0.345 -8.537  -0.236
H: 3.454 -0.253 -9.332  0.425
H: 2.374 -2.086 -10.621  0.382
H: -0.084 -2.339 -10.580  0.453
H: -1.462 -0.777 -9.251  0.442
H: -0.367 1.035 -7.945  0.448
F: 0.218 -5.708 4.629  -0.318
C: 1.206 -6.590 4.327  0.403
C: 0.871 -7.899 4.057  -0.512
C: 1.885 -8.792 3.744  -0.333
C: 3.207 -8.368 3.713  -0.532
C: 3.518 -7.045 3.992  -0.406
C: 2.510 -6.142 4.299  -0.297
H: -0.165 -8.210 4.094  0.415
H: 1.641 -9.823 3.524  0.366
H: 3.993 -9.070 3.472  0.382
H: 4.547 -6.715 3.974  0.360
H: 2.731 -5.104 4.517  0.456
F: 7.966 0.172 3.140  -0.310
C: 6.954 0.854 3.702  0.373
C: 5.752 0.942 3.029  -0.488
C: 4.709 1.644 3.614  0.495
C: 4.880 2.251 4.851  -0.655
C: 6.099 2.153 5.507  -0.286
C: 7.146 1.446 4.934  -0.533
H: 5.643 0.466 2.062  0.416
H: 3.761 1.710 3.092  -0.184
H: 4.064 2.801 5.303  0.400
H: 6.238 2.628 6.469  0.373
H: 8.102 1.352 5.432  0.424
F: -0.914 -0.176 7.123  -0.272
C: -1.373 0.227 8.335  0.458
C: -0.573 1.035 9.115  -0.565
C: -1.052 1.449 10.350  -0.356
C: -2.307 1.046 10.784  -0.575
C: -3.091 0.229 9.981  -0.477
C: -2.625 -0.184 8.741  -0.244
H: 0.405 1.332 8.760  0.433
H: -0.442 2.087 10.974  0.368
H: -2.674 1.367 11.749  0.387
H: -4.066 -0.091 10.321  0.374
H: -3.221 -0.818 8.096  0.457
F: -2.399 -4.996 -9.587  -0.312
C: -2.926 -4.479 -8.460  0.350
C: -2.141 -3.664 -7.670  -0.451
C: -2.686 -3.129 -6.512  -0.391
C: -3.997 -3.420 -6.158  -0.526
C: -4.766 -4.246 -6.967  -0.295
C: -4.232 -4.780 -8.131  -0.472
H: -1.120 -3.455 -7.961  0.523
H: -2.085 -2.482 -5.887  0.421
H: -4.419 -3.003 -5.254  0.369
H: -5.786 -4.477 -6.692  0.358
H: -4.817 -5.419 -8.779  0.423